Entry from the Open Molecules 2025 dataset: a 2-piece molecular cluster, C3H8OS2 overall (ωB97M-V/def2-TZVPD).

Values from the calculation:
DFT total energy   -990.3620 a.u.
Relative energy (zero: lowest compared OMol25 entry of this formula, charge and spin)   0.864 eV
2S+1   2
HOMO-LUMO gap (spin up / spin down)   7.9 / 4.4 eV
Total charge   +1
Lowest unoccupied orbital energy (spin up / spin down)   -4.712 / -8.109 eV

Geometry (Å):
C (-2.1451, -0.9363, -0.6141)
S (-1.5266, -2.4854, 0.0294)
S (-0.6776, -1.8628, 1.7484)
H (-2.8331, -1.2138, -1.4005)
H (-2.7243, -0.4495, 0.1731)
H (-1.4042, -0.2470, -1.0192)
H (0.3086, -2.7674, 1.6069)
C (1.6171, 1.9070, -0.7873)
C (1.9327, 0.9560, 0.0684)
O (1.1018, 0.6000, 1.1221)
H (2.3141, 2.1068, -1.5652)
H (0.7127, 2.4993, -0.8042)
H (2.9431, 0.6552, 0.2779)
H (0.3809, 1.2379, 1.1643)

***

Entry from the Open Molecules 2025 dataset: C15H17AuF6GeN3O5S2 as an isolated structure (ωB97M-V/def2-TZVPD).

Values from the calculation:
DFT total energy   -4730.4650 a.u.
Relative energy (zero: lowest compared OMol25 entry of this formula, charge and spin)   0.105 eV
HOMO-LUMO gap   7.0 eV
Total charge   -1
Lowest unoccupied orbital energy   1.867 eV

Geometry (Å):
Au (-1.8994, 1.0501, -0.1360)
O (-0.7443, 2.2300, 1.1600)
C (-1.1906, 2.8636, 2.1967)
C (-0.5901, 4.0932, 2.5714)
C (-1.0249, 4.8221, 3.6526)
C (-2.0857, 4.3767, 4.4466)
C (-2.6689, 3.1688, 4.1275)
C (-2.2328, 2.4029, 3.0422)
C (-2.8023, 1.0904, 2.8091)
N (-2.8385, 0.4351, 1.6645)
C (-3.4289, -0.7864, 1.8979)
C (-3.7645, -0.8706, 3.2067)
N (-3.3687, 0.3232, 3.7710)
H (0.2293, 4.4412, 1.9545)
H (-0.5392, 5.7630, 3.8862)
H (-2.4427, 4.9631, 5.2821)
H (-3.5051, 2.8117, 4.7211)
H (-3.5112, -1.5246, 1.1231)
H (-4.2034, -1.6652, 3.7817)
H (-3.3732, 0.5550, 4.7473)
C (-2.0405, -2.3052, -2.2241)
Ge (-1.0403, -0.7663, -2.8707)
C (-1.2553, -0.6228, -4.8197)
C (0.8484, -0.8009, -2.4036)
C (-1.8487, 0.8089, -2.0095)
H (-1.6809, -3.2226, -2.6900)
H (-3.0996, -2.1846, -2.4571)
H (-1.9350, -2.3963, -1.1457)
H (-0.8268, -1.5000, -5.3087)
H (-0.7462, 0.2649, -5.1999)
H (-2.3100, -0.5607, -5.0927)
H (1.3217, -1.6954, -2.8127)
H (0.9427, -0.8231, -1.3183)
H (1.3531, 0.0804, -2.8016)
H (-2.2708, 1.5606, -2.6855)
F (1.5969, -1.8559, 3.1977)
C (0.3537, -2.3364, 3.1598)
F (-0.4625, -1.4478, 3.7456)
F (0.3153, -3.4682, 3.8648)
S (-0.1943, -2.5982, 1.4180)
O (-0.0485, -1.2882, 0.8498)
O (-1.5149, -3.1488, 1.5301)
N (0.9238, -3.5410, 0.8371)
S (0.9058, -5.1190, 0.8972)
O (2.2340, -5.6108, 0.6833)
O (0.0881, -5.7000, 1.9198)
C (0.0487, -5.5511, -0.6745)
F (-1.2621, -5.3126, -0.5975)
F (0.5343, -4.8512, -1.7079)
F (0.2218, -6.8515, -0.9384)

***

Entry from the Open Molecules 2025 dataset: an isolated ion of composition C3H8NOS and charge +2 (ωB97M-V/def2-TZVPD).

Values from the calculation:
DFT total energy   -646.5090 a.u.
Relative energy (zero: lowest compared OMol25 entry of this formula, charge and spin)   0.137 eV
2S+1   2
HOMO-LUMO gap (spin up / spin down)   11.1 / 6.0 eV
Total charge   +2
Lowest unoccupied orbital energy (spin up / spin down)   -8.701 / -13.816 eV

Geometry (Å):
O (1.9006, -0.8859, 1.2224)
C (0.7092, -0.8465, 1.1966)
C (0.0007, 0.2944, 0.4172)
C (-0.8333, -0.3143, -0.7595)
S (-2.1786, -1.3498, -0.1851)
N (1.1497, 1.1009, -0.1487)
H (0.0612, -1.6471, 1.5885)
H (-0.5580, 0.9600, 1.0709)
H (-1.1583, 0.5153, -1.3813)
H (-0.1680, -0.9635, -1.3355)
H (-3.2089, -0.6494, -0.7304)
H (1.1500, 1.1119, -1.1761)
H (1.1180, 2.0933, 0.0961)
H (2.0158, 0.5807, 0.1249)

***

Entry from the Open Molecules 2025 dataset: an isolated ion of composition C11H15N2 and charge +1 (ωB97M-V/def2-TZVPD).

Values from the calculation:
DFT total energy   -537.2866 a.u.
Relative energy (zero: lowest compared OMol25 entry of this formula, charge and spin)   3.427 eV
HOMO-LUMO gap (spin up / spin down)   6.8 / 6.8 eV
Total charge   +1
SMILES string   C/C(CN)=[N+]1\C=CC2=CCCC=C21
Lowest unoccupied orbital energy (spin up / spin down)   -4.714 / -4.713 eV

Geometry (Å):
C (2.4300, -0.0617, -1.1861)
C (3.1628, -0.1929, 1.2703)
C (0.3565, -0.3289, 1.6282)
C (1.2767, 0.1303, -1.8197)
C (2.2935, -0.0602, 0.2209)
C (0.8739, -0.0077, 0.4326)
C (2.6737, 0.1365, 2.6367)
C (1.2757, -0.5243, 2.7554)
C (-2.2540, 0.2693, -0.4922)
C (-1.0978, 0.0652, -1.3243)
C (-1.4406, -0.4419, -2.6808)
N (0.2342, 0.1243, -0.8442)
N (-3.3274, 0.5861, -1.5053)
H (3.5521, -0.1849, -1.5581)
H (4.1231, -0.3664, 1.0534)
H (-0.6699, -0.3445, 1.9994)
H (1.0556, 0.3982, -2.8889)
H (3.4820, -0.2700, 3.2290)
H (2.5991, 1.2397, 2.8678)
H (0.9511, -0.0858, 3.7207)
H (1.2928, -1.7090, 3.0520)
H (-2.5188, -0.6806, -0.0074)
H (-2.2637, 1.0475, 0.2395)
H (-2.1393, -1.1911, -2.5075)
H (-0.6744, -0.9348, -3.2267)
H (-2.0493, 0.2684, -3.1969)
H (-4.2697, 0.5713, -1.0896)
H (-3.1330, 1.4914, -2.0306)

***

Entry from the Open Molecules 2025 dataset: a 2-piece molecular cluster, C3H9N2O overall (ωB97M-V/def2-TZVPD).

Values from the calculation:
DFT total energy   -304.2164 a.u.
Relative energy (zero: lowest compared OMol25 entry of this formula, charge and spin)   0.923 eV
HOMO-LUMO gap   11.4 eV
Total charge   +1
Lowest unoccupied orbital energy   -3.225 eV

Geometry (Å):
O (0.3711, -1.9578, 0.7942)
C (0.9221, -2.9819, 0.4706)
H (0.9563, -3.3099, -0.5733)
H (1.4026, -3.6202, 1.2243)
C (-0.5543, 1.3644, -1.8141)
N (-0.0837, 0.7403, 1.7560)
C (-0.2768, 1.3488, 0.6121)
N (-0.3600, 0.7138, -0.5216)
H (0.2406, 1.0670, -2.4944)
H (-0.5060, 2.4424, -1.6954)
H (-1.5081, 1.0850, -2.2493)
H (0.0888, -0.2600, 1.7657)
H (-0.0475, 1.2414, 2.6263)
H (-0.3674, 2.4268, 0.5960)
H (-0.2778, -0.3003, -0.4971)

***

Entry from the Open Molecules 2025 dataset: C5H6LiO4Pb as an isolated structure (ωB97M-V/def2-TZVPD).

Values from the calculation:
DFT total energy   -694.7640 a.u.
Relative energy (zero: lowest compared OMol25 entry of this formula, charge and spin)   1.245 eV
2S+1   2
HOMO-LUMO gap (spin up / spin down)   5.8 / 7.8 eV
Total charge   +2
Lowest unoccupied orbital energy (spin up / spin down)   -8.055 / -7.973 eV

Geometry (Å):
O (-2.3665, 0.0697, 0.6644)
C (-1.7644, -0.3631, 1.6768)
O (-2.2378, -1.0645, 2.5548)
O (-0.3736, -0.1153, 1.6428)
C (0.3717, -0.5544, 2.6374)
C (1.7557, -0.0714, 2.6891)
Li (-4.0535, -0.8872, 1.6664)
H (0.1223, -1.5678, 2.9784)
H (0.9687, 0.4306, 3.6355)
H (2.3232, -0.6776, 3.4077)
H (1.8972, 0.9031, 2.2121)
Pb (-2.1050, 1.1994, -1.1219)
C (3.0437, -1.0443, 0.9922)
C (4.3789, -0.8609, 1.1292)
O (5.4970, -0.6810, 1.3050)
H (2.6081, -0.4885, 0.1553)
H (2.7435, -2.0964, 1.0344)

***

Entry from the Open Molecules 2025 dataset: C30H55N4OP2STc as an isolated structure (ωB97M-V/def2-TZVPD).

Values from the calculation:
DFT total energy   -2631.1510 a.u.
2S+1   4
HOMO-LUMO gap (spin up / spin down)   7.2 / 6.2 eV
Total charge   +3
Lowest unoccupied orbital energy (spin up / spin down)   -9.055 / -10.583 eV

Geometry (Å):
C (-2.1661, 1.7996, 0.5123)
C (-2.7453, -0.4082, 1.1730)
C (-3.4421, 2.2663, 0.8067)
C (-4.0369, 0.0579, 1.5290)
C (-4.3774, 1.3819, 1.3408)
H (-3.6413, 3.3200, 0.6435)
H (-4.7328, -0.6839, 1.9147)
H (-5.3655, 1.7435, 1.6071)
N (-1.8264, 0.5122, 0.6956)
P (0.6168, 2.2725, 0.6153)
P (-0.8618, -2.3308, 0.3828)
C (-1.0794, 2.7097, -0.0375)
H (-1.0425, 2.6107, -1.1335)
H (-1.3178, 3.7611, 0.1482)
C (2.0611, -0.8779, 0.1428)
O (3.1277, -1.3055, -0.0683)
C (-2.3674, -1.7750, 1.1695)
H (-3.1129, -2.4764, 1.5360)
C (-1.4703, -2.9445, -1.3319)
C (-0.2729, -3.8713, 1.3575)
C (1.8958, 3.1676, -0.5017)
C (0.5807, 3.0445, 2.3648)
C (-0.2490, -3.1013, -2.2483)
H (0.3562, -3.9771, -1.9891)
H (-0.5886, -3.2417, -3.2856)
H (0.3972, -2.2174, -2.2306)
C (-2.2637, -4.2571, -1.2980)
H (-1.6581, -5.1373, -1.0593)
H (-3.1241, -4.2066, -0.6206)
H (-2.6688, -4.4351, -2.3084)
C (-2.4206, -1.8619, -1.8633)
H (-2.6447, -2.0445, -2.9245)
H (-3.3700, -1.8662, -1.3103)
H (-1.9869, -0.8611, -1.7886)
C (0.7661, -4.6325, 0.5145)
H (1.5616, -3.9724, 0.1329)
H (1.2528, -5.3926, 1.1471)
H (0.3116, -5.1662, -0.3243)
C (0.4227, -3.4329, 2.6454)
H (1.3475, -2.9353, 2.3419)
H (-0.1981, -2.7736, 3.2675)
H (0.7712, -4.2883, 3.2458)
C (-1.4147, -4.7671, 1.8256)
H (-1.9911, -5.1914, 1.0031)
H (-0.9732, -5.6047, 2.3882)
H (-2.0870, -4.2257, 2.4985)
C (1.8865, 2.6643, 3.0733)
H (1.8761, 3.0727, 4.0948)
H (1.9925, 1.5712, 3.1426)
H (2.7756, 3.0556, 2.5685)
C (-0.6225, 2.4736, 3.1365)
H (-1.5583, 2.9455, 2.8065)
H (-0.7214, 1.3867, 3.0313)
H (-0.5070, 2.7020, 4.2066)
C (0.4117, 4.5775, 2.3740)
H (0.1206, 4.8855, 3.3920)
H (1.3358, 5.1200, 2.1528)
H (-0.3770, 4.9242, 1.6950)
C (1.2331, 3.5486, -1.8254)
H (0.4720, 4.3331, -1.7159)
H (1.9972, 3.9358, -2.5188)
H (0.7779, 2.6721, -2.2938)
C (3.0109, 2.1443, -0.7662)
H (2.6379, 1.2589, -1.2989)
H (3.7830, 2.6102, -1.3945)
H (3.4864, 1.8180, 0.1686)
C (2.5184, 4.4446, 0.0687)
H (1.7881, 5.2583, 0.1511)
H (3.0265, 4.2872, 1.0241)
H (3.2839, 4.7905, -0.6446)
Tc (0.2474, -0.1822, 0.1227)
N (0.2162, 0.1725, -1.6566)
C (0.1024, 0.3223, -2.8091)
C (0.0402, 0.5057, -4.2522)
C (-1.2913, -0.0109, -4.7922)
C (0.1497, 1.9948, -4.5778)
C (1.1835, -0.2518, -4.9267)
H (-1.4018, -1.0849, -4.6057)
H (-2.1349, 0.5062, -4.3222)
H (-1.3719, 0.1431, -5.8781)
H (1.1114, 2.3974, -4.2477)
H (0.0840, 2.2009, -5.6545)
H (-0.6555, 2.5553, -4.0884)
H (1.1553, -0.1362, -6.0204)
H (2.1585, 0.1064, -4.5783)
H (1.1210, -1.3228, -4.7064)
N (3.6009, -1.7903, 3.1895)
C (2.4135, -1.1757, 3.3878)
N (1.8894, -1.1789, 4.6235)
S (1.3272, -0.4662, 2.1853)
H (4.2184, -2.0931, 3.9653)
H (3.9543, -1.8446, 2.2217)
H (0.9283, -0.7849, 4.6642)
H (2.3546, -1.4460, 5.5019)

***

Entry from the Open Molecules 2025 dataset: C13H24AlGaI2O4S2 as an isolated structure (ωB97M-V/def2-TZVPD).

Values from the calculation:
DFT total energy   -4368.0378 a.u.
Relative energy (zero: lowest compared OMol25 entry of this formula, charge and spin)   0.000 eV
HOMO-LUMO gap (spin up / spin down)   4.3 / 3.9 eV
Total charge   +4
Lowest unoccupied orbital energy (spin up / spin down)   -17.527 / -17.604 eV

Geometry (Å):
I (-0.2682, -3.1470, 1.2216)
I (-0.3561, -2.1622, -3.6805)
Ga (0.0780, 0.2137, -2.7568)
Al (0.1469, -0.7108, 0.9197)
S (1.5019, -0.8740, -0.9874)
S (-1.3501, -0.3434, -0.8062)
C (1.9207, -0.1619, 2.1416)
C (3.3328, -0.7220, -0.9601)
C (-3.0596, 0.3396, -0.6127)
C (3.8179, -1.0552, -2.3632)
C (3.6716, 0.6967, -0.5420)
C (3.8517, -1.7350, 0.0461)
C (-3.7432, 0.1788, -1.9611)
C (-2.9533, 1.7944, -0.2001)
C (-3.7549, -0.4960, 0.4458)
C (1.6350, 1.3393, -3.3539)
C (-1.0966, 1.7682, -3.2794)
O (2.6140, 0.1498, 3.0072)
O (2.4185, 2.1045, -3.7330)
O (-1.6259, 2.7525, -3.5852)
H (3.4527, -0.3323, -3.0991)
H (3.4805, -2.0602, -2.6448)
H (4.9173, -1.0372, -2.3542)
H (3.2702, 1.4222, -1.2574)
H (4.7682, 0.7796, -0.5242)
H (3.2743, 0.8993, 0.4601)
H (3.4851, -1.5152, 1.0541)
H (4.9510, -1.6877, 0.0341)
H (3.5348, -2.7441, -0.2390)
H (-4.7831, 0.5181, -1.8646)
H (-3.7480, -0.8770, -2.2541)
H (-3.2467, 0.7681, -2.7363)
H (-3.9745, 2.1757, -0.0621)
H (-2.4476, 2.3938, -0.9640)
H (-2.4085, 1.8833, 0.7482)
H (-4.7856, -0.1282, 0.5411)
H (-3.2518, -0.4131, 1.4160)
H (-3.7783, -1.5501, 0.1459)
C (-0.7358, 0.2916, 4.6916)
C (-1.5061, -0.2541, 3.5123)
O (-0.9062, 0.2945, 2.2069)
H (0.3479, 0.2418, 4.5513)
H (-0.9914, -0.2933, 5.5801)
H (-1.0242, 1.3297, 4.8838)
H (-1.4484, -1.3400, 3.3959)
H (-2.5471, 0.0727, 3.4661)
H (-0.6797, 1.2319, 2.3516)

***

For each record above, in turn, the calculated strongest force on any atom values are 1.96, 1.07, 1.36, 5.54, 0.39, 3.62, 5.57, 7.58 eV/Å.